[1]
Formula: C5H6N2S
Source: the OMol25 dataset
Level of theory: ωB97M-V/def2-TZVPD

**ΔE to the lowest compared entry with this formula, charge and spin**: 4.576 eV
**Frontier orbital gap (spin up / spin down)**: 6.96 / 6.96 eV
**Total charge**: 0
**HOMO energy (spin up / spin down)**: -7.173 / -7.173 eV
**Spin multiplicity**: 1

The geometry in XYZ format:
```
14
Properties=species:S:1:pos:R:3:nbo_charge:R:1
C -1.2908 -0.8522 1.2437 -0.223
C -1.1631 0.1280 0.2607 0.024
C 1.0283 -0.8123 1.1873 0.167
C 0.3952 1.0040 -2.3723 -0.458
C 0.6894 1.1508 -1.1024 -0.002
N -0.0705 -1.2451 1.7448 -0.567
N -0.0213 0.6714 0.0074 -0.475
S 2.5740 -0.7450 1.2939 0.070
H -2.1342 -1.0914 1.7199 0.206
H -2.1293 0.5639 -0.1366 0.192
H 1.1578 1.3949 -2.9364 0.215
H -0.5349 0.5165 -2.6008 0.211
H 1.6213 1.4444 -0.6919 0.198
H -0.1220 -2.1279 2.3827 0.443
```


[2]
Formula: C10H17N2O2
Source: the OMol25 dataset
Level of theory: ωB97M-V/def2-TZVPD

**ΔE to the lowest compared entry with this formula, charge and spin**: 7.123 eV
**Frontier orbital gap**: 8.48 eV
**Total charge**: +1
**HOMO energy**: -11.448 eV
**Spin multiplicity**: 1

The geometry in XYZ format:
```
31
Properties=species:S:1:pos:R:3:nbo_charge:R:1
C 2.2591 0.2115 -3.0953 -0.172
C 0.9104 -0.0082 -3.3310 -0.291
C 2.8209 0.6337 -1.9107 -0.283
C 0.7514 0.1869 -1.0498 -0.326
C 0.0539 -0.0632 -2.2565 0.310
C 1.9851 0.6101 -0.7496 0.317
C -3.3083 -0.4280 0.8235 -0.441
C -0.9297 -0.2349 1.2564 -0.075
C -2.4115 -0.9144 3.0858 -0.414
C 3.4655 1.5951 0.7378 -0.279
N -1.4609 -1.7606 0.9066 -0.395
N -2.2040 -0.8693 1.6349 -0.096
O -1.2785 -0.2738 -2.2535 -0.674
O 2.2127 0.8832 0.6051 -0.514
H 2.6812 0.4803 -4.0526 0.223
H 0.7371 -0.1889 -4.3549 0.224
H 3.7645 1.0117 -2.0159 0.224
H -3.6956 0.5952 1.0685 0.238
H -3.0840 -0.2355 -0.2432 0.275
H -4.1265 -1.0523 0.8719 0.240
H -0.1456 -0.2363 2.0300 0.256
H 0.3149 -0.1030 -0.1901 0.173
H -0.9991 0.6379 0.5958 0.277
H -1.4912 -1.1298 3.5813 0.229
H -2.5854 0.1679 3.3260 0.240
H -3.0456 -1.5123 3.5723 0.244
H 3.3120 2.6432 0.4201 0.202
H 4.3140 1.0578 0.5170 0.199
H 3.5301 1.9091 1.8178 0.201
H -1.0371 -2.5538 1.4189 0.398
H -1.3098 -1.0590 -2.7668 0.490
```


[3]
Formula: C36H99FeN13O21
Source: the OMol25 dataset
Level of theory: ωB97M-V/def2-TZVPD

**Frontier orbital gap**: 4.81 eV
**Total charge**: -2
**HOMO energy**: -1.470 eV
**Expectation value of S²**: 6.01
**Spin multiplicity**: 5

The geometry in XYZ format:
```
170
Properties=species:S:1:pos:R:3:lowdin_spin:R:1
Fe 1.6555 5.3474 -22.7091 3.745
N 0.5508 2.7924 -17.7108 0.000
O 0.2201 2.8698 -18.8443 0.000
O 0.3621 1.7423 -17.1550 0.000
O 1.0652 3.7618 -17.1452 0.000
N -1.2876 5.1432 -21.1527 0.004
O -1.4932 4.0685 -20.6564 0.000
O -2.1159 6.0985 -20.9403 0.003
O -0.2227 5.4549 -21.6960 0.030
N 0.6787 2.2035 -23.1382 0.005
O 0.1519 1.7666 -22.1078 0.006
O 0.4289 1.8238 -24.2441 0.005
O 1.4548 3.1821 -23.0770 0.033
N 2.1639 8.4007 -22.0658 0.008
O 3.0635 9.0214 -22.5710 0.007
O 2.1612 7.2046 -22.0895 0.041
O 1.1998 8.9861 -21.4951 0.009
C 3.8656 0.6261 -25.1826 0.000
C 4.2093 1.8922 -25.9278 0.000
C 4.5016 1.5296 -27.4391 0.000
O 4.6296 2.7373 -28.2661 0.000
C 4.4824 2.5051 -29.6715 0.000
N 3.1559 2.8487 -25.7294 0.000
H 3.7014 0.8166 -24.1220 0.000
H 4.6405 -0.1394 -25.2231 0.000
H 3.0227 0.0196 -25.5140 0.000
H 5.1667 2.2075 -25.5131 0.000
H 3.8169 0.7529 -27.7796 0.000
H 5.4239 0.9489 -27.4330 0.000
H 4.5303 3.4127 -30.2733 0.000
H 3.5241 2.0468 -29.9156 0.000
H 5.2083 1.8175 -30.1055 0.000
H 2.6574 2.5983 -24.8874 0.000
H 2.4642 2.6077 -26.4247 0.000
C 7.1801 7.3450 -25.1820 0.000
C 5.9736 7.9446 -24.4656 0.000
C 6.0819 9.5045 -24.1469 0.000
O 6.5054 10.3615 -25.1593 0.000
C 6.6071 11.7169 -24.7916 0.000
N 4.7869 7.5252 -25.0799 0.000
H 8.1618 7.5750 -24.7679 0.000
H 7.2066 7.7232 -26.2040 0.000
H 7.1310 6.2577 -25.1226 0.000
H 5.9839 7.3941 -23.5249 0.000
H 6.8439 9.5781 -23.3710 0.000
H 5.1347 9.9328 -23.8190 0.000
H 6.6899 12.3959 -25.6402 0.000
H 7.5293 11.9170 -24.2462 0.000
H 5.7304 12.0972 -24.2672 0.000
H 4.9332 8.0410 -25.9358 0.000
H 3.9280 7.8276 -24.6428 0.000
C 0.5020 10.9656 -25.7429 0.000
C 1.9214 10.6999 -25.2357 0.000
C 2.9697 10.9659 -26.2996 0.000
O 2.8054 10.1802 -27.5100 0.000
C 3.7872 10.4928 -28.4940 0.000
N 2.1257 11.5932 -24.0620 0.000
H 0.1896 10.2004 -26.4535 0.000
H 0.4354 11.9845 -26.1245 0.000
H -0.1806 10.7279 -24.9270 0.000
H 2.0580 9.6595 -24.9410 0.000
H 4.0111 10.8593 -25.9959 0.000
H 2.9153 11.9746 -26.7092 0.000
H 3.7540 10.0796 -29.5021 0.000
H 4.8520 10.4615 -28.2633 0.000
H 3.6372 11.5627 -28.6394 0.000
H 3.0127 11.3716 -23.6327 0.000
H 1.4581 11.3343 -23.3498 0.000
C 4.1654 6.4314 -28.9665 0.000
C 2.7950 6.4236 -28.2287 0.000
C 1.5988 5.9748 -29.1634 0.000
O 1.6979 4.5591 -29.2434 0.000
C 0.7742 3.8475 -28.4581 0.000
N 2.8896 5.6549 -27.0301 0.000
H 4.0725 7.3172 -29.5947 0.000
H 4.5823 5.5022 -29.3551 0.000
H 4.8936 6.8351 -28.2630 0.000
H 2.6946 7.4862 -28.0077 0.000
H 1.8920 6.2922 -30.1641 0.000
H 0.6490 6.4232 -28.8722 0.000
H 1.0381 2.7899 -28.4646 0.000
H -0.2170 3.9734 -28.8938 0.000
H 0.8062 4.0303 -27.3840 0.000
H 3.8222 5.8102 -26.6747 0.000
H 2.8130 4.6612 -27.1938 0.000
C 5.8643 4.2826 -23.1006 0.001
C 4.4095 4.2021 -22.6955 0.001
C 4.0529 4.6830 -21.2575 0.002
O 2.6867 4.6963 -21.0610 0.030
C 2.3972 5.2861 -19.7862 0.001
N 3.6831 4.9249 -23.7078 0.031
H 6.0791 5.3508 -23.1298 0.000
H 6.1776 3.7973 -24.0250 0.000
H 6.5455 4.1621 -22.2583 0.000
H 4.1969 3.1333 -22.7198 0.000
H 4.5288 5.6529 -21.1127 0.000
H 4.5522 3.9227 -20.6568 0.001
H 1.3143 5.2393 -19.6705 0.000
H 2.5903 6.3586 -19.8074 0.000
H 2.8111 4.7125 -18.9569 0.001
H 3.8801 4.3491 -24.5138 0.001
H 4.1981 5.7769 -23.8778 0.001
C -4.0546 9.7255 -20.9820 0.000
C -2.6143 9.9824 -20.7150 0.000
C -2.1928 9.7380 -19.2195 0.000
O -2.5941 10.8303 -18.4114 0.000
C -2.3970 10.7094 -16.9991 0.000
N -1.8660 9.1242 -21.5533 0.000
H -4.2982 8.6864 -20.7606 0.000
H -4.2460 10.0160 -22.0150 0.000
H -4.5633 10.3843 -20.2783 0.000
H -2.3824 11.0311 -20.9010 0.000
H -1.1120 9.5978 -19.1997 0.000
H -2.6093 8.8025 -18.8460 0.000
H -3.0504 9.9395 -16.5886 0.000
H -2.6828 11.6096 -16.4551 0.000
H -1.3529 10.5256 -16.7460 0.000
H -1.9414 8.1456 -21.3150 0.000
H -0.8713 9.2802 -21.4743 0.000
C -0.4382 7.8378 -24.7342 0.000
C -0.5627 6.3184 -24.6271 0.002
C -1.4026 5.7086 -25.8457 0.001
O -1.4745 4.2923 -25.8509 0.000
C -2.4192 3.7274 -26.7613 0.000
N 0.7121 5.6405 -24.6330 0.026
H 0.2692 8.2351 -24.0063 0.000
H -1.3773 8.3531 -24.5324 0.000
H -0.0356 8.1469 -25.6988 0.000
H -1.0716 6.2235 -23.6679 0.000
H -0.9288 5.8640 -26.8149 0.000
H -2.3713 6.2077 -25.8712 0.000
H -2.3686 2.6468 -26.6270 0.000
H -2.2244 3.9582 -27.8086 0.000
H -3.4162 4.1357 -26.5966 0.000
H 1.4195 6.1065 -25.1830 0.001
H 0.5021 4.8030 -25.1569 0.002
C 5.6273 0.0154 -19.3564 0.000
C 4.8370 0.2899 -20.6022 0.000
C 4.4922 -1.0118 -21.3661 0.000
O 3.3060 -0.7943 -22.1942 0.000
C 3.0415 -2.0437 -22.8216 0.000
N 3.6430 0.9036 -20.0246 0.000
H 6.4960 -0.6110 -19.5588 0.000
H 5.0988 -0.4242 -18.5106 0.000
H 6.0778 0.9603 -19.0526 0.000
H 5.3784 0.9547 -21.2752 0.000
H 4.2859 -1.7124 -20.5570 0.000
H 5.3310 -1.4764 -21.8845 0.000
H 2.8008 -2.8919 -22.1807 0.000
H 3.9438 -2.4132 -23.3090 0.000
H 2.2771 -1.9358 -23.5911 0.000
H 3.6868 1.9126 -20.0125 0.000
H 2.8524 0.5520 -20.5456 0.000
C -5.3589 0.4597 -19.3002 0.000
C -4.0544 0.8067 -19.9597 0.000
C -4.1055 1.4686 -21.3925 0.000
O -2.7582 1.6604 -21.9284 0.000
C -2.7709 1.9855 -23.3192 0.000
N -3.2965 1.7300 -19.0964 0.000
H -5.3141 -0.3652 -18.5892 0.000
H -6.1465 0.3286 -20.0423 0.000
H -5.7438 1.3696 -18.8398 0.000
H -3.4197 -0.0706 -20.0845 0.000
H -4.6422 2.4162 -21.3465 0.000
H -4.7198 0.7262 -21.9019 0.000
H -3.6643 1.6236 -23.8280 0.000
H -1.8960 1.5210 -23.7740 0.000
H -2.6914 3.0582 -23.4961 0.000
H -3.7696 2.6044 -18.9186 0.000
H -3.4916 1.2970 -18.2050 0.000
```


[4]
Formula: C5H4INO
Source: the OMol25 dataset
Level of theory: ωB97M-V/def2-TZVPD

**SMILES string**: N#C[C@]1(I)CCC1=O
**ΔE to the lowest compared entry with this formula, charge and spin**: 0.000 eV
**Frontier orbital gap**: 9.17 eV
**Total charge**: 0
**HOMO energy**: -9.795 eV
**Spin multiplicity**: 1

The geometry in XYZ format:
```
12
Properties=species:S:1:pos:R:3:nbo_charge:R:1
C -2.0893 2.0639 0.6259 0.226
C -1.0274 0.7774 -1.4145 0.659
C 0.1215 0.0202 -0.8193 -0.541
C -0.4755 0.0971 0.5967 -0.411
C -1.7638 0.7872 0.0990 -0.355
N -2.3636 3.1004 1.0272 -0.271
O -1.3666 1.2046 -2.4591 -0.458
I -3.5299 -0.4611 0.0289 0.173
H 0.1871 -0.9901 -1.2265 0.255
H 1.0844 0.5096 -0.9637 0.254
H -0.6387 -0.8675 1.0733 0.235
H 0.0907 0.7383 1.2742 0.234
```


[5]
Formula: C4H14NO
Source: the OMol25 dataset
Level of theory: ωB97M-V/def2-TZVPD

**ΔE to the lowest compared entry with this formula, charge and spin**: 0.717 eV
**Frontier orbital gap**: 10.23 eV
**Total charge**: +1
**HOMO energy**: -13.850 eV
**Spin multiplicity**: 1

The geometry in XYZ format:
```
20
Properties=species:S:1:pos:R:3:nbo_charge:R:1
O -1.1137 -0.4025 0.4401 -0.780
C -0.7976 -2.7013 1.1885 -0.636
C 0.7821 -1.5304 -0.3877 -0.626
C -0.6589 -1.7052 0.0471 0.091
H -2.0375 -0.4902 0.7550 0.488
H -0.1972 -2.3647 2.0504 0.214
H -0.4390 -3.6969 0.8774 0.232
H -1.8501 -2.7899 1.5062 0.217
H 1.1988 -2.4877 -0.7434 0.240
H 0.8531 -0.7911 -1.2031 0.197
H 1.3896 -1.1764 0.4621 0.201
H -1.2586 -2.0555 -0.8175 0.172
C 0.3902 3.0717 -1.1898 -0.434
N 0.6442 2.4711 0.1574 -0.686
H 0.9857 3.9912 -1.3179 0.243
H -0.6775 3.3256 -1.3010 0.246
H 0.6671 2.3595 -1.9852 0.246
H 1.6499 2.2299 0.2671 0.448
H 0.3845 3.1391 0.9111 0.447
H 0.0847 1.6035 0.2830 0.480
```


[6]
Formula: C4H8O2
Source: the OMol25 dataset
Level of theory: ωB97M-V/def2-TZVPD

**SMILES string**: OC1=CC1.[H][H].C=O
**ΔE to the lowest compared entry with this formula, charge and spin**: 5.633 eV
**Frontier orbital gap**: 9.68 eV
**Total charge**: 0
**HOMO energy**: -9.110 eV
**Spin multiplicity**: 1

The geometry in XYZ format:
```
14
Properties=species:S:1:pos:R:3:nbo_charge:R:1
O 1.6309 -1.0450 -0.9303 -0.532
C 1.5629 0.1285 -0.7084 0.271
C -0.4241 0.7782 0.8525 0.284
O 0.0426 1.8135 1.5232 -0.637
C -0.9660 -0.5794 0.9514 -0.434
C -1.2239 0.4554 -0.1009 -0.254
H 0.1339 -1.5484 -1.9805 0.038
H 1.2951 0.8668 -1.4621 0.122
H 1.9777 0.5349 0.2109 0.106
H 0.5979 1.4637 2.2307 0.487
H -1.7795 -0.7795 1.6472 0.181
H -0.3097 -1.4205 0.7411 0.197
H -0.6034 -1.4987 -2.1746 -0.056
H -1.9344 0.8306 -0.8004 0.228
```


Electronic energy (Ha)
-701.670780 -650.753770 -4985.941477 -620.568068 -290.548849 -307.505439